<i>
Here is 2 unconnected molecules or ions with the total composition C9H16NO from the Open Molecules 2025 dataset. Energies are from ωB97M-V/def2-TZVPD.

Output
- HOMO level (eV) = -11.3850
- molecular weight (g/mol) = 154.23
- LUMO energy (eV) = -3.6
- charge = +1
- frontier orbital gap (eV) = 7.815

Last columns: bonded neighbours and bond lengths (Å).
Element x y z (Å)
1 C -2.15773 1.21284 -0.28588  C2 1.517, N3 1.489, H4 1.080, H5 1.078
2 C -3.18288 0.13514 0.01004  C1 1.517, H6 1.083, H7 1.090, H11 1.087
3 N -2.63898 1.99173 -1.46050  C1 1.489, H8 1.022, H9 1.022, H10 1.022
4 H -2.01127 1.73449 0.64787  C1 1.080
5 H -1.19857 0.74443 -0.43872  C1 1.078
6 H -2.91541 -0.42492 0.89755  C2 1.083
7 H -3.23010 -0.62971 -0.76475  C2 1.090
8 H -1.89671 2.52700 -1.91592  N3 1.022
9 H -3.06325 1.33855 -2.12294  N3 1.022
10 H -3.32077 2.69791 -1.17528  N3 1.022
11 H -4.18684 0.50459 0.20272  C2 1.087
12 C 2.88598 -2.95922 0.16393  C18 1.494, H25 1.086, H26 1.099, H27 1.090
13 C 1.17663 0.90989 0.54126  C14 1.392, C15 1.379, O19 1.396
14 C 1.29807 0.36844 -0.73504  C13 1.392, C16 1.394, H20 1.084
15 C 1.26949 0.12536 1.67192  C13 1.379, C17 1.389, H22 1.085
16 C 1.76039 -0.94223 -0.84189  C14 1.394, C18 1.382, H23 1.086
17 C 1.91250 -1.09757 1.52816  C15 1.389, C18 1.398, H24 1.078
18 C 2.16245 -1.65607 0.27165  C12 1.494, C16 1.382, C17 1.398
19 O 0.81064 2.25623 0.57761  C13 1.396, H21 0.974
20 H 1.08035 1.05592 -1.54497  C14 1.084
21 H 1.28608 2.67644 1.31622  O19 0.974
22 H 0.96229 0.49385 2.64493  C15 1.085
23 H 1.82694 -1.33839 -1.85088  C16 1.086
24 H 2.10629 -1.72886 2.38053  C17 1.078
25 H 3.37515 -3.06188 -0.80020  C12 1.086
26 H 2.25756 -3.86007 0.13252  C12 1.099
27 H 3.63172 -3.07391 0.95007  C12 1.090

***

<ii>
Here is 2 unconnected molecules or ions with the total composition C9H16NO from the Open Molecules 2025 dataset. Energies are from ωB97M-V/def2-TZVPD.

Output
- HOMO level (eV) = -12.4701
- molecular weight (g/mol) = 154.23
- LUMO energy (eV) = -3.1
- charge = +1
- frontier orbital gap (eV) = 9.402

Last columns: bonded neighbours and bond lengths (Å).
Element x y z (Å)
1 C 0.28648 3.09561 -1.00404  C5 1.500, H13 1.096, H14 1.085, H16 1.082
2 C -1.85574 0.11610 -0.10529  C3 1.390, C4 1.396, H9 1.083
3 C -1.40974 -0.16295 1.18132  C2 1.390, C6 1.382, O8 1.400
4 C -1.24420 1.16628 -0.79250  C2 1.396, C5 1.398, H10 1.087
5 C -0.27426 1.97015 -0.18613  C1 1.500, C4 1.398, C7 1.378
6 C -0.43889 0.59480 1.80821  C3 1.382, C7 1.400, H11 1.080
7 C 0.12085 1.66443 1.09863  C5 1.378, C6 1.400, H15 1.087
8 O -1.95949 -1.31333 1.75945  C3 1.400, H12 0.964
9 H -2.50393 -0.54333 -0.66828  C2 1.083
10 H -1.78374 1.54422 -1.65681  C4 1.087
11 H -0.13931 0.24646 2.78569  C6 1.080
12 H -2.43952 -1.07186 2.56004  O8 0.964
13 H 1.14847 3.56258 -0.51503  C1 1.096
14 H -0.39717 3.91799 -1.18602  C1 1.085
15 H 0.64911 2.33219 1.77449  C7 1.087
16 H 0.81677 2.71974 -1.86891  C1 1.082
17 C 1.27062 -2.17490 -0.92692  C18 1.528, N19 1.513, H20 1.078, H21 1.062
18 C 1.76396 -0.79941 -0.48204  C17 1.528, H22 1.075, H23 1.098, H27 1.088
19 N 0.03693 -2.53505 -0.12843  C17 1.513, H24 1.022, H25 1.022, H26 1.020
20 H 1.01530 -2.19247 -1.97386  C17 1.078
21 H 2.03282 -2.87641 -0.69076  C17 1.062
22 H 1.65260 0.07872 -1.09255  C18 1.075
23 H 2.85751 -0.87951 -0.53105  C18 1.098
24 H 0.31008 -2.44154 0.85149  N19 1.022
25 H -0.75280 -1.90466 -0.28244  N19 1.022
26 H -0.22793 -3.50947 -0.27389  N19 1.020
27 H 1.46522 -0.60440 0.54564  C18 1.088

***

Pick the most stable structure from those above. Pick: <i>